Below is a cluster of 7 separate species, C19H56N4O7P in total, with properties calculated with wB97M-V/def2-TZVPD.

```
87
Properties=species:S:1:pos:R:3:forces:R:3
C 1.929865 0.484035 0.954751 -0.9 0.7 0.2
C 1.693406 1.794099 0.041419 0.2 -0.5 1.6
C 1.916106 3.045957 1.001976 0.7 -0.6 -0.5
C 0.222419 1.652807 -0.548800 0.8 0.1 -1.9
C 0.362544 0.710585 -1.859192 -0.2 0.5 0.0
C -0.380302 3.037496 -1.101089 2.6 -0.3 0.8
O -1.702047 2.939311 -1.671160 0.7 1.4 -1.5
N -2.696762 2.608340 -0.817343 0.4 -0.6 3.1
P -3.191582 0.929551 -0.699305 -3.8 -2.0 1.9
N -4.739399 0.900424 -0.229893 2.1 0.2 0.3
C -2.855010 3.387110 0.351795 -0.7 3.4 -1.8
N -3.110589 4.796588 0.162278 2.5 -3.6 0.7
N -2.845369 2.952046 1.646072 -1.7 -1.1 0.2
H 1.920977 -0.471132 0.357647 0.3 1.0 0.7
H 2.834517 0.591569 1.628410 -0.9 -0.3 -1.1
H 1.027256 0.435670 1.659260 1.2 -0.1 -0.8
H 2.515523 1.766900 -0.737709 -1.3 0.3 0.5
H 1.668399 4.037809 0.515581 0.2 -1.1 0.7
H 3.029351 3.068414 1.248359 -1.5 0.1 -0.2
H 1.368073 2.860803 1.974121 0.4 0.5 -1.1
H -0.437070 1.152084 0.219021 0.7 0.7 -0.7
H 1.206538 -0.040574 -1.752553 -1.4 0.7 0.1
H -0.635343 0.239353 -2.098802 1.3 0.1 0.1
H 0.639929 1.340454 -2.772846 -0.4 -0.7 1.3
H 0.311713 3.313773 -1.966899 -1.3 -0.2 1.0
H -0.241953 3.898385 -0.358156 -0.8 -1.1 -0.7
H -3.144726 0.228439 -1.946838 1.1 1.2 0.1
H -2.469331 0.217704 0.319092 0.5 0.5 -1.0
H -4.764018 0.399597 0.677304 -0.2 0.5 -0.6
H -2.355779 5.196690 -0.408246 -1.0 0.4 -0.5
H -3.220094 5.264663 1.067171 0.3 -0.2 -0.4
H -2.001737 2.943206 2.229692 -0.6 0.2 -0.6
H -3.747676 2.623083 2.017473 0.9 -0.1 0.0
C 4.057378 -3.921925 1.515997 0.1 -0.1 0.1
C 3.140751 -2.717786 1.430968 0.0 -0.4 -0.1
O 2.190330 -2.896140 0.381075 -0.3 0.1 -0.1
H 4.582843 -4.070521 0.569818 0.0 0.1 0.1
H 4.794136 -3.796249 2.312656 0.0 0.0 0.0
H 3.483067 -4.832696 1.708513 0.0 0.0 0.1
H 3.713768 -1.817953 1.217821 -0.2 -0.1 0.0
H 2.601083 -2.568793 2.372714 0.1 0.1 0.1
H 1.680435 -3.692425 0.582195 0.2 0.0 -0.1
C 4.637759 0.143391 5.133671 0.0 -0.1 0.0
C 4.981473 -0.973467 4.167955 0.1 0.4 0.1
O 4.730812 -0.564669 2.824432 0.0 0.0 -0.2
H 3.587425 0.428908 5.031230 0.0 -0.1 0.0
H 4.820395 -0.161442 6.164721 0.0 0.1 0.0
H 5.232939 1.035688 4.921353 0.1 -0.1 0.1
H 4.369819 -1.854924 4.369733 0.0 0.0 -0.2
H 6.034895 -1.255886 4.258252 0.0 -0.1 0.1
H 5.280563 0.208386 2.648338 0.0 -0.1 0.1
C 3.823990 3.982911 8.240671 -0.1 0.1 -0.1
C 3.590977 2.485409 8.190596 0.3 0.2 0.2
O 4.767287 1.815181 7.750910 0.0 -0.1 -0.1
H 4.110069 4.359100 7.255549 -0.1 -0.1 0.0
H 2.924720 4.507721 8.570992 0.1 0.0 0.0
H 4.642285 4.224253 8.924488 -0.1 0.0 0.1
H 2.787826 2.246956 7.490652 0.2 -0.1 0.0
H 3.314514 2.100907 9.177400 -0.2 0.1 0.0
H 5.471085 2.021370 8.377429 -0.1 0.0 -0.1
C -1.719811 -5.877442 0.567963 -0.1 0.0 0.0
C -0.394033 -5.333416 1.062467 -0.2 -0.2 -0.4
O 0.684859 -6.034943 0.453818 0.3 0.2 0.2
H -1.804323 -6.942490 0.794149 0.0 0.1 0.1
H -2.556554 -5.350815 1.032617 0.0 0.0 -0.1
H -1.799257 -5.774335 -0.517885 0.0 0.1 0.1
H -0.309306 -5.457704 2.143461 0.2 -0.1 -0.1
H -0.297185 -4.266968 0.828592 -0.2 0.1 0.1
H 0.610535 -5.914739 -0.500781 0.0 -0.1 0.1
C -3.380426 0.614391 -6.255368 0.1 0.3 0.1
C -3.455120 -0.159392 -4.956056 0.1 0.4 -0.3
O -2.172279 -0.203763 -4.327872 0.1 -0.2 0.6
H -2.659600 0.153570 -6.934923 -0.1 -0.1 0.0
H -4.350266 0.648013 -6.742877 0.2 0.1 0.0
H -3.039994 1.639716 -6.075923 0.0 0.0 0.1
H -3.773333 -1.186531 -5.141037 0.2 0.0 0.1
H -4.169268 0.305292 -4.266400 -0.2 -0.1 -0.1
H -1.899455 0.706376 -4.159413 0.0 -0.1 -0.2
C -6.054352 -1.787895 -9.872438 0.0 0.0 -0.1
C -5.072504 -1.649405 -8.725800 -0.4 -0.1 -0.1
O -5.480416 -0.604005 -7.846549 -0.2 -0.1 0.0
H -6.126213 -0.851403 -10.430110 0.1 -0.1 0.0
H -5.747400 -2.582395 -10.555855 -0.1 0.0 0.0
H -7.056610 -2.014454 -9.498130 0.1 -0.1 0.0
H -4.078316 -1.402085 -9.102149 -0.1 0.1 0.2
H -5.004211 -2.581812 -8.156340 0.1 -0.1 -0.1
H -6.355614 -0.831907 -7.509883 0.1 0.0 -0.1
```
Forces are in eV/Å.

Its total charge is +1. The orbital gap comes out at 6.16 eV. The value obtained for the total energy is -50179.5647 eV.

Want to see where the charge sits? The Löwdin charges in e are: atom 1 (C): -0.07, atom 2 (C): -0.36, atom 3 (C): -0.09, atom 4 (C): -0.30, atom 5 (C): -0.05, atom 6 (C): -0.15, atom 7 (O): -0.13, atom 8 (N): -0.20, atom 9 (P): 0.80, atom 10 (N): -0.30, atom 11 (C): -0.29, atom 12 (N): 0.23, atom 13 (N): 0.13, atom 14 (H): 0.06, atom 15 (H): 0.08, atom 16 (H): 0.09, atom 17 (H): 0.15, atom 18 (H): 0.07, atom 19 (H): 0.09, atom 20 (H): 0.08, atom 21 (H): 0.09, atom 22 (H): 0.10, atom 23 (H): 0.05, atom 24 (H): 0.10, atom 25 (H): 0.16, atom 26 (H): 0.11, atom 27 (H): 0.04, atom 28 (H): 0.03, atom 29 (H): -0.03, atom 30 (H): 0.13, atom 31 (H): 0.13, atom 32 (H): 0.14, atom 33 (H): 0.13, atom 34 (C): -0.07, atom 35 (C): -0.33, atom 36 (O): -0.10, atom 37 (H): 0.08, atom 38 (H): 0.07, atom 39 (H): 0.07, atom 40 (H): 0.08, atom 41 (H): 0.11, atom 42 (H): 0.04, atom 43 (C): -0.10, atom 44 (C): -0.30, atom 45 (O): -0.12, atom 46 (H): 0.08, atom 47 (H): 0.07, atom 48 (H): 0.08, atom 49 (H): 0.11, atom 50 (H): 0.11, atom 51 (H): 0.09, atom 52 (C): -0.10, atom 53 (C): -0.32, atom 54 (O): -0.10, atom 55 (H): 0.08, atom 56 (H): 0.07, atom 57 (H): 0.07, atom 58 (H): 0.11, atom 59 (H): 0.11, atom 60 (H): 0.09, atom 61 (C): -0.09, atom 62 (C): -0.33, atom 63 (O): -0.08, atom 64 (H): 0.08, atom 65 (H): 0.07, atom 66 (H): 0.08, atom 67 (H): 0.12, atom 68 (H): 0.10, atom 69 (H): 0.09, atom 70 (C): -0.09, atom 71 (C): -0.31, atom 72 (O): -0.12, atom 73 (H): 0.08, atom 74 (H): 0.05, atom 75 (H): 0.08, atom 76 (H): 0.12, atom 77 (H): 0.10, atom 78 (H): 0.06, atom 79 (C): -0.09, atom 80 (C): -0.31, atom 81 (O): -0.12, atom 82 (H): 0.08, atom 83 (H): 0.08, atom 84 (H): 0.07, atom 85 (H): 0.11, atom 86 (H): 0.11, atom 87 (H): 0.09